Here is C35H33Ge as an isolated structure from the OMol25 dataset. Energies are from the ωB97M-V functional and the def2-TZVPD basis.

As for the frontier orbital gap: 6.468 eV. The value obtained for the highest occupied orbital energy is -11.48 eV.

Structure (ORCA input):
```
! RIJCOSX wB97M-V def2-TZVPD def2/J DEFGRID3
* xyz 1 1
Ge 0.1917 -0.0112 2.1586
C -1.7969 -1.4046 7.9420
C -2.5315 -2.3424 -0.0219
C 1.1247 4.5943 1.3246
C -1.9766 -6.2410 4.4043
C -1.1611 -0.5501 0.9052
C 3.2004 -2.4453 0.4118
C -3.1822 -6.9260 4.6248
C 1.0506 2.2745 0.5443
C 1.9695 -1.8026 0.6561
C 0.6724 4.1629 2.5920
C -2.3580 -1.8640 4.8420
C -4.1713 -6.3395 5.4391
C 1.8526 -0.9111 1.7370
C 2.9791 -0.5980 2.5223
C -2.8025 -4.3401 5.6814
C -1.8143 -0.5823 4.3744
C -1.6420 -2.5914 7.2194
C -0.3653 -0.4913 3.9868
C -2.6456 -2.8495 6.1077
C -1.5215 -1.9114 0.8619
C -1.7692 -4.9650 4.9759
C 4.2075 -1.2430 2.2778
C 0.4090 2.8009 2.8359
C -0.5302 -3.4286 7.4052
C 0.6111 -2.8764 8.0367
C 0.5732 1.8580 1.8057
C -2.7844 -0.0548 -0.8420
C 0.5374 -1.5958 8.6168
C -1.7750 0.3764 0.0428
C -2.7148 0.5353 3.9741
C 4.3249 -2.1754 1.2232
C 1.3207 3.6385 0.3031
C -3.1724 -1.4139 -0.8742
C -3.9756 -5.0479 5.9991
C -0.6802 -0.8735 8.6201
H 3.2901 -3.1591 -0.4184
H 1.6789 3.9665 -0.6849
H -1.4605 1.4266 0.0344
H 5.0819 -1.0166 2.9034
H -0.8155 0.0592 9.1723
H 0.0751 2.4888 3.8332
H -0.4820 -4.4392 6.9748
H -1.1451 -6.7239 3.8874
H -1.0182 -2.6523 1.4960
H 1.4060 -1.1777 9.1617
H 0.5237 4.8988 3.3956
H 0.1341 0.2874 4.5836
H -2.1171 1.4398 3.8229
H 2.9232 0.1516 3.3212
H 0.1449 -1.4567 4.1754
H -3.2696 0.6686 -1.5176
H -3.6225 -2.4357 6.4028
H -3.9710 -1.7505 -1.5701
H 1.2201 1.5593 -0.2705
H -5.0657 -6.9076 5.7002
H -3.5121 0.7948 4.7052
H 5.2906 -2.6876 1.0322
H 1.5233 -3.4744 8.1051
H -3.4980 -1.7245 4.7187
H -2.7448 -0.8497 7.8721
H -0.7750 -4.4995 4.8860
H -3.2296 0.2703 3.0202
H 1.3254 5.6680 1.1385
H 1.1224 -1.9967 -0.0109
H -2.8143 -3.4081 -0.0559
H -4.7337 -4.6184 6.6677
H -3.3155 -7.9554 4.2171
H -1.8590 -2.6932 4.1668
*
```